(1)
Below is a structure of composition C37H41N5O3PbSSb, with properties calculated with the ωB97M-V functional and the def2-TZVPD basis.

```
89
Properties=species:S:1:pos:R:3:mulliken_charge:R:1
Pb -0.4468 -0.5482 0.9709 2.691
C -1.7570 -3.2419 3.8370 -1.581
C -2.2534 -1.8548 3.5074 0.552
C -1.7320 -0.7372 4.1585 -0.194
C -2.2101 0.5413 3.8886 -0.750
C -3.2235 0.7198 2.9567 -0.386
C -3.7564 -0.3869 2.3030 -0.486
C -3.2729 -1.6612 2.5745 -0.145
H -2.3927 -3.7012 4.5967 0.432
H -0.7398 -3.2191 4.2311 0.293
H -1.7731 -3.8908 2.9595 0.262
H -0.9404 -0.8718 4.8896 0.434
H -1.7938 1.3955 4.4104 0.459
H -3.6073 1.7140 2.7578 0.476
H -4.5535 -0.2572 1.5778 0.427
H -3.6893 -2.5206 2.0582 0.359
N -2.3680 -3.6582 -2.0148 0.229
C -2.6039 -2.5637 -1.2912 -0.775
N -1.6974 -2.4680 -0.3426 0.264
C -0.9038 -3.5616 -0.5576 0.300
N -1.2841 -4.3166 -1.5578 -0.841
C 0.2796 -3.8707 0.2705 0.058
C 1.0991 -4.9537 -0.0229 -0.431
N 2.1666 -5.2428 0.7114 -0.599
C 2.4049 -4.4534 1.7563 -0.551
C 1.5920 -3.3735 2.0534 -0.699
N 0.5344 -3.0710 1.3044 0.431
H -2.8783 -4.0172 -2.8035 0.223
H -3.4161 -1.8753 -1.4744 0.620
H 0.8797 -5.5880 -0.8741 0.547
H 3.2670 -4.6843 2.3694 0.409
H 1.7940 -2.7356 2.9060 0.547
O 1.5534 0.6987 -0.1267 -1.116
C 1.6415 -0.2601 -0.9262 0.147
O 0.7909 -1.2153 -0.9173 -0.737
C 2.7723 -0.3030 -1.9017 0.841
C 3.0082 -1.4399 -2.6669 -0.265
C 4.0486 -1.4523 -3.5843 -0.529
C 4.8458 -0.3234 -3.7444 -0.522
C 4.6109 0.8125 -2.9786 -0.780
C 3.5763 0.8200 -2.0547 -0.366
H 2.3676 -2.3031 -2.5370 0.283
H 4.2390 -2.3385 -4.1770 0.444
H 5.6532 -0.3301 -4.4655 0.413
H 5.2361 1.6886 -3.1014 0.428
H 3.3778 1.6952 -1.4480 0.446
O -1.9413 1.0323 -0.3209 -0.780
S -3.0262 1.4616 -1.2872 0.394
C -3.5850 3.0895 -0.7096 -1.192
C -2.5185 4.1446 -0.6218 0.103
C -2.5284 5.2141 -1.5129 -0.240
C -1.5357 6.1842 -1.4632 -0.655
C -0.5205 6.0889 -0.5216 -0.500
C -0.5073 5.0271 0.3745 -0.767
C -1.5021 4.0607 0.3299 0.388
C -2.1588 1.9370 -2.7829 -1.226
C -1.5132 0.7286 -3.4130 0.069
C -2.2881 -0.3306 -3.8846 -0.467
C -1.6866 -1.4368 -4.4666 -0.713
C -0.3035 -1.4936 -4.5864 -0.578
C 0.4720 -0.4418 -4.1225 -0.300
C -0.1302 0.6629 -3.5323 -0.475
H -4.0204 2.8596 0.2648 0.389
H -4.3916 3.3730 -1.3899 0.586
H -3.3196 5.2900 -2.2526 0.358
H -1.5588 7.0156 -2.1568 0.401
H 0.2539 6.8446 -0.4807 0.410
H 0.2791 4.9564 1.1162 0.381
H -1.4920 3.2348 1.0305 0.302
H -1.4295 2.6943 -2.4949 0.445
H -2.9132 2.3840 -3.4398 0.654
H -3.3716 -0.2765 -3.8163 0.527
H -2.2952 -2.2482 -4.8471 0.580
H 0.1684 -2.3545 -5.0428 0.459
H 1.5500 -0.4831 -4.2135 0.662
H 0.4809 1.4750 -3.1512 0.383
C 2.8397 -0.2503 4.8713 -1.448
Sb 2.1598 0.4529 2.9602 0.593
C 1.9510 2.4884 3.5763 -1.169
C 4.0888 0.5915 2.0742 -1.271
H 3.6481 0.3931 5.2239 0.423
H 3.2072 -1.2765 4.8050 0.425
H 2.0180 -0.2183 5.5914 0.443
H 2.9233 2.8706 3.8857 0.423
H 1.2599 2.5279 4.4191 0.383
H 1.5591 3.1025 2.7640 0.181
H 4.7906 1.0363 2.7791 0.486
H 4.0108 1.1983 1.1724 0.296
H 4.4314 -0.4054 1.7923 0.374
```

Calculated values
- net charge = +1
- total energy (Ha) = -2765.17416

=====

(2)
Below is an isolated molecule of C6H15N5O2 in a non-equilibrium geometry, with properties calculated with the ωB97M-V functional and the def2-TZVPD basis.

```
28
Properties=species:S:1:pos:R:3:mulliken_charge:R:1
O -1.1429 -2.1556 -2.0494 -0.696
O 1.9633 0.4555 -2.0231 -0.685
C -0.4563 -2.2674 -1.0586 0.415
C 0.9813 1.0673 -1.6438 0.549
N 0.8306 -2.6179 -1.3219 -0.368
N -0.2214 0.8380 -2.2706 -0.524
N -1.0355 -2.0976 0.1597 -0.074
N 1.0971 1.7766 -0.4815 -0.097
N -0.8036 0.5928 1.2752 -0.173
C -0.3503 -1.8508 1.4232 -1.220
C 0.0430 2.5878 0.1166 -0.860
C 0.2388 -0.4328 1.4376 -0.125
C -0.4971 2.0366 1.4277 -0.600
H 1.5003 -2.4378 -0.5753 0.244
H 1.0995 -2.5258 -2.2720 0.267
H -0.1564 0.0975 -2.9836 0.299
H -1.0042 0.7315 -1.6435 0.253
H -1.9959 -1.7627 0.0936 0.265
H 1.9990 1.8180 -0.0436 0.222
H -1.6121 0.3513 1.8546 0.261
H 0.4525 -2.5762 1.5591 0.372
H -1.0486 -1.9722 2.2615 0.380
H -0.8435 2.6781 -0.5486 0.329
H 0.4032 3.6180 0.2998 0.363
H 0.7252 -0.2737 2.4122 0.405
H 0.9780 -0.3616 0.6268 0.089
H -1.4069 2.5987 1.7435 0.402
H 0.2628 2.0846 2.2243 0.307
```

Calculated values
- total energy (Ha) = -661.92788

=====

Copy entry 2 word for word.
Below is an isolated molecule of C6H15N5O2 in a non-equilibrium geometry, with properties calculated with the ωB97M-V functional and the def2-TZVPD basis.

```
28
Properties=species:S:1:pos:R:3:mulliken_charge:R:1
O -1.1429 -2.1556 -2.0494 -0.696
O 1.9633 0.4555 -2.0231 -0.685
C -0.4563 -2.2674 -1.0586 0.415
C 0.9813 1.0673 -1.6438 0.549
N 0.8306 -2.6179 -1.3219 -0.368
N -0.2214 0.8380 -2.2706 -0.524
N -1.0355 -2.0976 0.1597 -0.074
N 1.0971 1.7766 -0.4815 -0.097
N -0.8036 0.5928 1.2752 -0.173
C -0.3503 -1.8508 1.4232 -1.220
C 0.0430 2.5878 0.1166 -0.860
C 0.2388 -0.4328 1.4376 -0.125
C -0.4971 2.0366 1.4277 -0.600
H 1.5003 -2.4378 -0.5753 0.244
H 1.0995 -2.5258 -2.2720 0.267
H -0.1564 0.0975 -2.9836 0.299
H -1.0042 0.7315 -1.6435 0.253
H -1.9959 -1.7627 0.0936 0.265
H 1.9990 1.8180 -0.0436 0.222
H -1.6121 0.3513 1.8546 0.261
H 0.4525 -2.5762 1.5591 0.372
H -1.0486 -1.9722 2.2615 0.380
H -0.8435 2.6781 -0.5486 0.329
H 0.4032 3.6180 0.2998 0.363
H 0.7252 -0.2737 2.4122 0.405
H 0.9780 -0.3616 0.6268 0.089
H -1.4069 2.5987 1.7435 0.402
H 0.2628 2.0846 2.2243 0.307
```

Calculated values
- total energy (Ha) = -661.92788